No. 1
# C4H33N2O13

A 12-piece molecular cluster, C4H33N2O13 overall at a distorted geometry (ωB97M-V/def2-TZVPD, OMol25).

Energy above the lowest of the compared OMol25 structures with the same formula, charge and spin = 0.0000 eV
Electronic energy = -34279.057 eV
HOMO = -13.6 eV
Charge = +1
Largest force on an atom = 1.43 eV/Å

Bonds (Å) are listed after each position.
Geometry (Å):
1 N 1.01137 -1.58375 -1.40103  C2 1.510, H9 1.045, H10 1.026, H11 1.048
2 C 1.39817 -0.75130 -0.20264  N1 1.510, C3 1.502, H12 1.093, H13 1.092
3 C 0.45544 0.40723 -0.04648  C2 1.502, N4 1.330, O8 1.253
4 N 0.60851 1.29760 0.92980  C3 1.330, C5 1.469, H14 1.013
5 C 1.51749 1.19370 2.07914  N4 1.469, C6 1.524, H15 1.088, H16 1.096
6 C 0.70710 1.02283 3.35837  C5 1.524, O7 1.430, H17 1.096, H18 1.081
7 O -0.23942 2.08492 3.50426  C6 1.430, H19 0.954
8 O -0.45235 0.57788 -0.89241  C3 1.253
9 H 0.35089 -2.34556 -1.12552  N1 1.045
10 H 1.84556 -2.01121 -1.81764  N1 1.026
11 H 0.59210 -1.02699 -2.18364  N1 1.048
12 H 1.46855 -1.40200 0.67243  C2 1.093
13 H 2.41933 -0.42098 -0.40656  C2 1.092
14 H -0.06119 2.05126 1.02529  N4 1.013
15 H 2.19791 0.35207 1.96928  C5 1.088
16 H 2.14527 2.09212 2.11044  C5 1.096
17 H 1.38123 0.99994 4.22244  C6 1.096
18 H 0.10550 0.12471 3.36058  C6 1.081
19 H 0.14884 2.91045 3.78430  O7 0.954
20 H -2.95495 0.16740 2.04088  O22 1.009
21 H -4.05479 -0.97376 2.06847  O22 0.981
22 O -3.15895 -0.76935 1.72538  H20 1.009, H21 0.981
23 H 0.25418 2.92446 -3.77591  O25 0.963
24 H 0.24071 2.01099 -2.49630  O25 0.971
25 O 0.60547 2.11535 -3.38961  H23 0.963, H24 0.971
26 H -1.94680 -2.00784 2.15420  O28 0.980
27 H -1.19200 -2.96759 1.19726  O28 0.981
28 O -1.31211 -2.75513 2.14706  H26 0.980, H27 0.981
29 H -1.52270 -4.06926 -0.83742  O31 0.972
30 H -1.85431 -2.49863 -0.73897  O31 1.011
31 O -1.15522 -3.20948 -0.57367  H29 0.972, H30 1.011
32 H 0.30724 -2.38392 2.64648  O34 0.999
33 H 1.57523 -2.85507 3.39983  O34 0.965
34 O 1.24966 -2.12632 2.85682  H32 0.999, H33 0.965
35 H 3.82960 2.27175 -3.13077  O37 0.962
36 H 2.36458 1.73078 -3.14563  O37 0.985
37 O 3.28990 1.51316 -2.88736  H35 0.962, H36 0.985
38 H -2.82931 2.90325 -0.50827  O40 0.973
39 H -1.66741 1.86591 -0.48009  O40 0.981
40 O -1.97975 2.70450 -0.07732  H38 0.973, H39 0.981
41 H -2.93100 -0.95398 0.02117  O43 0.991
42 H -1.89704 -0.49805 -1.06281  O43 0.975
43 O -2.63134 -1.12027 -0.90871  H41 0.991, H42 0.975
44 H -1.89942 1.82829 2.95996  O46 0.976
45 H -2.45470 2.23636 1.59742  O46 0.985
46 O -2.71944 1.78561 2.43217  H44 0.976, H45 0.985
47 H 0.29350 0.50622 -3.89590  O49 0.974
48 H -0.65324 -0.61319 -4.36734  O49 0.958
49 O 0.16079 -0.45865 -3.88564  H47 0.974, H48 0.958
50 H 4.53878 -1.34266 -4.02669  O52 0.962
51 H 3.84071 -0.16482 -3.27467  O52 0.987
52 O 4.01736 -1.13548 -3.24502  H50 0.962, H51 0.987


No. 2
# C4H33N3O12

A 12-piece molecular cluster, C4H33N3O12 overall at a distorted geometry (ωB97M-V/def2-TZVPD, OMol25).

Energy above the lowest of the compared OMol25 structures with the same formula, charge and spin = 0.7004 eV
Electronic energy = -33725.329 eV
HOMO = -8.6 eV
Charge = 0
Largest force on an atom = 2.31 eV/Å

Bonds (Å) are listed after each position.
Geometry (Å):
1 C -1.68593 1.14347 0.27563  C2 1.505, H9 1.098, H10 1.082, H11 1.085
2 C -0.30920 0.58771 0.52209  C1 1.505, C3 1.568, N5 1.471, H12 1.091
3 C 0.71566 1.00103 -0.59068  C2 1.568, N4 1.456, H13 1.092, H14 1.085
4 N 2.05060 1.20834 -0.04674  C3 1.456, H15 1.007, H16 1.004
5 N -0.24845 -0.87103 0.69939  C2 1.471, C6 1.336, H17 1.011
6 C 0.38131 -1.41247 1.74625  N5 1.336, N7 1.375, O8 1.237
7 N 0.30464 -2.77326 1.92615  C6 1.375, H18 1.003, H19 0.987
8 O 0.98712 -0.72797 2.57949  C6 1.237
9 H -2.06973 0.84952 -0.71075  C1 1.098
10 H -2.41691 0.78292 0.98710  C1 1.082
11 H -1.59759 2.22501 0.25878  C1 1.085
12 H 0.07102 0.94601 1.47996  C2 1.091
13 H 0.65245 0.13287 -1.24930  C3 1.092
14 H 0.38962 1.90714 -1.09145  C3 1.085
15 H 2.50683 0.32933 0.13806  N4 1.007
16 H 2.01401 1.74605 0.80041  N4 1.004
17 H -0.59073 -1.29015 -0.15431  N5 1.011
18 H 0.59658 -3.35685 1.16472  N7 1.003
19 H 0.67412 -3.08002 2.78884  N7 0.987
20 O -4.92438 -0.01284 0.25010  H21 0.960, H22 0.963
21 H -4.53534 -0.61467 -0.38823  O20 0.960
22 H -4.25659 0.22669 0.90077  O20 0.963
23 O 1.27736 -2.95485 -0.59170  H24 0.971, H25 0.967
24 H 1.78892 -2.29862 -1.09231  O23 0.971
25 H 1.25213 -3.68565 -1.22412  O23 0.967
26 O 4.62475 0.35720 -1.60387  H27 0.959, H28 0.964
27 H 4.32874 0.16119 -0.71275  O26 0.959
28 H 4.47831 1.29554 -1.77098  O26 0.964
29 O -2.09103 0.91892 -4.18110  H30 0.977, H31 0.963
30 H -1.29487 0.46764 -3.83951  O29 0.977
31 H -2.74994 0.21735 -4.15911  O29 0.963
32 O -2.41858 0.62083 3.48490  H33 0.957, H34 0.959
33 H -1.47961 0.73309 3.33634  O32 0.957
34 H -2.56312 1.35772 4.08107  O32 0.959
35 O -0.94465 2.95871 -2.37835  H36 0.954, H37 0.967
36 H -1.16321 2.57435 -3.22342  O35 0.954
37 H -1.60891 3.63370 -2.18495  O35 0.967
38 O -2.38464 -2.80912 0.29459  H39 0.958, H40 0.954
39 H -3.13279 -3.35447 0.04953  O38 0.958
40 H -2.68978 -2.26573 1.01723  O38 0.954
41 O 2.68865 1.40435 2.94885  H42 0.975, H43 0.991
42 H 3.38940 1.37696 3.62578  O41 0.975
43 H 2.26186 0.51351 3.03249  O41 0.991
44 O 0.15512 2.30472 3.55050  H45 0.978, H46 0.980
45 H 0.38263 2.95830 4.24216  O44 0.978
46 H 1.05500 2.01408 3.29418  O44 0.980
47 O 2.48675 -1.31426 -2.41624  H48 0.958, H49 0.974
48 H 3.14572 -1.42996 -3.10169  O47 0.958
49 H 2.84671 -0.57200 -1.89862  O47 0.974
50 O -0.30829 -1.07709 -3.61098  H51 0.964, H52 0.960
51 H 0.64922 -1.10698 -3.50574  O50 0.964
52 H -0.69096 -1.94626 -3.74847  O50 0.960


No. 3
# C4H33NO12

A 13-piece molecular cluster, C4H33NO12 overall at a distorted geometry (ωB97M-V/def2-TZVPD, OMol25).

Energy above the lowest of the compared OMol25 structures with the same formula, charge and spin = 2.0902 eV
Electronic energy = -30744.178 eV
HOMO = -8.9 eV
Charge = 0
Largest force on an atom = 2.50 eV/Å

Bonds (Å) are listed after each position.
Geometry (Å):
1 N 0.42811 1.56672 0.29968  C2 1.462, C5 1.481, H6 1.008
2 C 0.62913 1.68875 -1.14284  N1 1.462, C3 1.583, H7 1.090, H8 1.089
3 C 0.03491 0.39705 -1.83879  C2 1.583, C4 1.500, H9 1.092, H10 1.084
4 C -0.46084 -0.38741 -0.66072  C3 1.500, C5 1.527, H11 1.093, H12 1.087
5 C 0.05769 0.17871 0.65916  N1 1.481, C4 1.527, H13 1.070, H14 1.093
6 H -0.17948 2.29487 0.64166  N1 1.008
7 H 0.18606 2.58361 -1.58055  C2 1.090
8 H 1.69573 1.74061 -1.35461  C2 1.089
9 H -0.66687 0.80524 -2.56900  C3 1.092
10 H 0.83164 -0.04686 -2.42528  C3 1.084
11 H -1.55173 -0.44177 -0.62872  C4 1.093
12 H -0.16252 -1.43234 -0.68611  C4 1.087
13 H -0.64308 0.12699 1.46615  C5 1.070
14 H 0.97738 -0.28741 1.02236  C5 1.093
15 H -1.35007 -0.87891 2.79277  O17 0.969
16 H -0.93347 -1.48713 3.97658  O17 0.968
17 O -0.85027 -1.67405 3.03052  H15 0.969, H16 0.968
18 H -3.27336 3.32275 -0.42364  O20 0.967
19 H -3.06875 2.03711 -1.24298  O20 0.983
20 O -2.99632 2.40071 -0.33291  H18 0.967, H19 0.983
21 H 0.74069 -2.38737 -2.23675  O23 0.982
22 H 0.18400 -2.51047 -3.69677  O23 0.957
23 O -0.02893 -2.66910 -2.77696  H21 0.982, H22 0.957
24 H 1.60249 -0.84095 3.50369  O26 0.962
25 H 2.97424 -1.33730 3.00204  O26 0.968
26 O 2.54210 -0.63362 3.50787  H24 0.962, H25 0.968
27 H 2.82333 0.70117 2.47885  O29 0.986
28 H 2.12062 1.61318 1.41749  O29 0.976
29 O 2.98714 1.41773 1.82201  H27 0.986, H28 0.976
30 H 4.31294 0.42329 -0.96764  O32 0.967
31 H 3.36598 0.61822 0.31026  O32 0.985
32 O 3.39791 0.42606 -0.65493  H30 0.967, H31 0.985
33 H 1.69864 -2.69882 1.43606  O35 0.964
34 H 2.48285 -2.05651 0.34281  O35 0.984
35 O 2.57574 -2.32992 1.28342  H33 0.964, H34 0.984
36 H -1.73024 -2.32014 -2.39585  O38 0.980
37 H -3.01668 -3.15534 -2.22309  O38 0.963
38 O -2.70235 -2.24773 -2.29875  H36 0.980, H37 0.963
39 H -0.88362 2.67633 3.24965  O41 0.961
40 H -1.68479 2.76208 1.97208  O41 0.966
41 O -1.29633 3.31569 2.66244  H39 0.961, H40 0.966
42 H -3.50080 0.66304 -3.34983  O44 0.968
43 H -2.19579 0.39555 -2.68095  O44 0.964
44 O -2.83894 1.10340 -2.79793  H42 0.968, H43 0.964
45 H -3.89717 -0.06041 1.38953  O47 0.979
46 H -2.83796 0.70500 1.14798  O47 0.970
47 O -3.37566 0.55722 1.94189  H45 0.979, H46 0.970
48 H 3.02244 -2.09687 -1.76459  O50 0.971
49 H 2.27030 -0.79994 -1.19829  O50 0.972
50 O 2.18395 -1.74070 -1.42848  H48 0.971, H49 0.972


No. 4
# C4H33NO15S

A 14-piece molecular cluster, C4H33NO15S overall at a distorted geometry (ωB97M-V/def2-TZVPD, OMol25).

Energy above the lowest of the compared OMol25 structures with the same formula, charge and spin = 0.0000 eV
Electronic energy = -47727.227 eV
HOMO = -1.5 eV
Charge = -2
Largest force on an atom = 5.90 eV/Å

Bonds (Å) are listed after each position.
Geometry (Å):
1 C -0.90756 -0.18480 0.40358  N2 1.516, C6 1.542, H9 1.097, H10 1.077
2 N -0.85205 -1.60183 -0.13092  C1 1.516, C3 1.416, H11 1.021
3 C 0.39901 -2.02091 -0.64604  N2 1.416, O4 1.268, O5 1.243
4 O 1.45083 -1.48925 -0.17835  C3 1.268
5 O 0.36654 -2.92174 -1.50221  C3 1.243
6 C -2.35281 0.35094 0.34411  C1 1.542, C7 1.505, H12 1.094, H13 1.150
7 C -2.74736 0.87830 -1.00912  C6 1.505, S8 1.822, H14 1.045, H15 1.100
8 S -3.18542 2.64658 -0.98446  C7 1.822
9 H -0.23152 0.49346 -0.13250  C1 1.097
10 H -0.55852 -0.23754 1.42149  C1 1.077
11 H -1.62890 -1.80841 -0.76052  N2 1.021
12 H -3.04248 -0.42794 0.68193  C6 1.094
13 H -2.51609 1.19107 1.11297  C6 1.150
14 H -3.53846 0.33737 -1.42533  C7 1.045
15 H -1.91114 0.80730 -1.72102  C7 1.100
16 H -1.91991 -1.97146 -3.18541  O18 0.971
17 H -1.14506 -3.01176 -2.36717  O18 0.987
18 O -2.06188 -2.75191 -2.62502  H16 0.971, H17 0.987
19 H 1.47765 2.62703 1.71146  O21 0.974
20 H 0.32533 2.46956 2.73221  O21 0.991
21 O 0.73612 3.11881 2.10693  H19 0.974, H20 0.991
22 H 1.41575 -1.02827 1.20475  O24 1.072
23 H 2.39131 -1.08882 2.44136  O24 0.937
24 O 1.51966 -0.80384 2.24833  H22 1.072, H23 0.937
25 H 0.30656 -1.96611 2.57505  O27 0.985
26 H -0.80027 -2.56992 1.77448  O27 0.977
27 O -0.51115 -2.50006 2.70527  H25 0.985, H26 0.977
28 H 0.74031 0.44027 3.22353  O30 0.934
29 H -0.62412 0.54438 3.82214  O30 0.985
30 O 0.21508 1.04584 3.70192  H28 0.934, H29 0.985
31 H 1.53220 -0.45546 -3.20199  O33 0.982
32 H 1.01244 0.86840 -2.69262  O33 0.937
33 O 0.96661 0.31040 -3.44393  H31 0.982, H32 0.937
34 H -1.54372 -1.28877 3.44992  O36 0.943
35 H -2.50504 -0.32511 2.94307  O36 0.926
36 O -1.98253 -0.48908 3.68924  H34 0.943, H35 0.926
37 H 0.51731 2.54686 -1.03193  O39 1.046
38 H 1.89796 2.57358 -1.84366  O39 0.992
39 O 1.30552 1.94204 -1.36032  H37 1.046, H38 0.992
40 H -0.12035 3.48976 0.53043  O42 0.889
41 H -1.27856 3.35683 -0.48036  O42 1.011
42 O -0.31005 3.60452 -0.33053  H40 0.889, H41 1.011
43 H -2.05681 0.21929 -3.61951  O45 0.957
44 H -0.63611 -0.23804 -3.78010  O45 0.928
45 O -1.51002 -0.48296 -3.97197  H43 0.957, H44 0.928
46 H 3.59782 0.05818 0.84085  O48 1.001
47 H 3.25783 -1.36706 0.27381  O48 0.996
48 O 3.84551 -0.90747 0.93316  H46 1.001, H47 0.996
49 H 2.52612 -1.47310 -1.68820  O51 1.010
50 H 1.75425 -2.39557 -2.59930  O51 0.982
51 O 2.50674 -1.76688 -2.65462  H49 1.010, H50 0.982
52 H 1.94884 0.74572 1.43339  O54 0.926
53 H 2.01931 1.51881 0.07296  O54 1.018
54 O 2.44525 1.38875 0.98880  H52 0.926, H53 1.018


no.,LUMO (eV)
1,-2.5
2,0.0
3,0.1
4,5.0